The following is a quantum chemistry calculation of 5 unconnected molecules or ions with the total composition C28H68N2O7P, from the OMol25 dataset.

Summary:
**Largest force on an atom**: 0.64 eV/Å
**Kohn-Sham gap**: 0.325 Ha
**E**: -56730.007 eV
**Charge**: +1

Element x y z (Å)
C1 -4.088 -0.059 -1.247
C2 -4.288 -1.567 -1.304
O1 -2.949 -2.119 -1.301
N1 -2.800 -3.532 -1.404
C3 -2.770 -3.944 -2.860
C4 -1.497 -3.767 -3.670
N2 -0.919 -2.420 -3.692
C5 -1.690 -1.511 -4.584
C6 -1.722 -0.070 -4.087
C7 0.456 -2.535 -4.170
C8 1.464 -1.745 -3.394
O2 0.731 -3.257 -5.080
C9 -3.892 -4.323 -0.728
O3 -5.010 -4.380 -1.532
C10 -6.245 -4.477 -0.824
P1 -1.155 -4.015 -0.540
C11 -0.349 -2.378 -0.533
C12 -1.718 -4.023 1.201
H1 -4.711 0.373 -0.464
H2 -4.362 0.414 -2.189
H3 -3.045 0.179 -1.030
H4 -4.828 -1.912 -0.421
H5 -4.835 -1.888 -2.190
H6 -2.979 -5.016 -2.843
H7 -3.628 -3.454 -3.316
H8 -1.783 -4.101 -4.678
H9 -0.737 -4.475 -3.335
H10 -2.705 -1.910 -4.656
H11 -1.277 -1.565 -5.598
H12 -0.777 0.193 -3.609
H13 -2.520 0.090 -3.361
H14 -1.882 0.618 -4.918
H15 1.734 -2.325 -2.506
H16 1.064 -0.791 -3.052
H17 2.366 -1.612 -3.990
H18 -3.454 -5.318 -0.577
H19 -4.092 -3.863 0.241
H20 -7.015 -4.586 -1.583
H21 -6.260 -5.352 -0.169
H22 -6.433 -3.573 -0.236
H23 0.729 -2.540 -0.456
H24 -0.671 -1.788 0.324
H25 -0.560 -1.828 -1.447
H26 -2.234 -4.944 1.474
H27 -0.784 -3.975 1.770
H28 -2.313 -3.149 1.469
C13 1.055 1.394 1.848
C14 2.140 0.694 1.048
O4 1.858 0.582 -0.339
C15 1.707 1.809 -1.039
C16 2.944 2.686 -1.023
H29 0.081 0.937 1.653
H30 1.272 1.307 2.913
H31 0.986 2.456 1.611
H32 2.250 -0.336 1.390
H33 3.106 1.184 1.208
H34 0.844 2.365 -0.655
H35 1.469 1.518 -2.064
H36 3.155 3.079 -0.028
H37 2.804 3.543 -1.682
H38 3.817 2.125 -1.360
C17 6.464 -2.990 3.631
C18 4.955 -2.845 3.717
O5 4.404 -1.967 2.745
C19 4.605 -2.341 1.396
C20 3.956 -3.663 1.017
H39 6.941 -2.009 3.639
H40 6.827 -3.558 4.489
H41 6.780 -3.519 2.731
H42 4.676 -2.406 4.674
H43 4.475 -3.829 3.661
H44 5.671 -2.358 1.144
H45 4.155 -1.533 0.816
H46 4.442 -4.516 1.492
H47 4.020 -3.809 -0.063
H48 2.903 -3.665 1.311
C21 -5.661 4.011 3.650
C22 -6.241 2.954 2.728
O6 -5.346 2.524 1.710
C23 -4.148 1.924 2.159
C24 -4.356 0.638 2.944
H49 -5.259 4.843 3.071
H50 -6.443 4.393 4.307
H51 -4.865 3.618 4.284
H52 -7.096 3.357 2.188
H53 -6.601 2.097 3.309
H54 -3.543 2.627 2.742
H55 -3.590 1.711 1.245
H56 -4.815 0.816 3.916
H57 -3.394 0.153 3.120
H58 -4.999 -0.048 2.387
C25 5.879 6.950 -1.247
C26 4.606 7.356 -0.523
O7 4.062 6.338 0.302
C27 4.894 5.902 1.363
C28 5.247 6.989 2.363
H59 5.728 6.013 -1.786
H60 6.155 7.722 -1.965
H61 6.719 6.821 -0.564
H62 3.820 7.574 -1.246
H63 4.774 8.271 0.055
H64 5.806 5.435 0.972
H65 4.322 5.116 1.859
H66 5.907 7.744 1.935
H67 5.763 6.550 3.218
H68 4.344 7.486 2.720